Entry 1:
# C26H39F3N8O16

A cluster of 11 separate species, C26H39F3N8O16 in total in a non-equilibrium geometry (ωB97M-V with the def2-TZVPD basis set, OMol25).

Last column: Löwdin charge in e.
Atoms and positions in Å:
C -0.217975 1.679991 3.359112  0.05
N -0.568148 2.540516 4.526770  -0.45
O -1.683704 2.457928 4.991530  0.06
O 0.316601 3.258882 4.944252  0.07
H -0.088243 2.351083 2.517468  0.10
H -1.018924 0.967526 3.209678  0.07
H 0.700960 1.179689 3.644018  0.10
C -0.373771 -1.886079 -2.379563  0.06
N -0.918611 -0.487537 -2.431670  -0.44
O -2.084623 -0.330553 -2.126203  0.04
O -0.175967 0.386702 -2.816732  0.08
H -1.204288 -2.578842 -2.452897  0.08
H 0.137658 -1.924985 -1.422091  0.10
H 0.260276 -2.028902 -3.246242  0.10
C -7.109777 2.932851 1.696637  0.07
N -7.378877 2.897730 3.166884  -0.41
O -7.998774 1.942860 3.588116  0.05
O -6.925882 3.789424 3.859143  0.06
H -8.077490 3.058859 1.220875  0.08
H -6.611376 2.008911 1.425440  0.08
H -6.433134 3.768219 1.547379  0.10
C -4.664898 -3.697237 3.676498  0.06
N -5.918424 -3.098568 4.200558  -0.44
O -6.875105 -3.095920 3.456434  0.06
O -5.887926 -2.609136 5.309517  0.07
H -4.896974 -4.607510 3.139762  0.10
H -4.051362 -3.886378 4.553490  0.10
H -4.193067 -2.959530 3.033010  0.09
C -4.865109 -5.481631 -2.099263  0.05
N -4.204744 -4.179360 -1.884128  -0.44
O -4.591239 -3.245361 -2.543498  0.07
O -3.301913 -4.145934 -1.065884  0.05
H -5.733731 -5.388810 -2.739296  0.10
H -5.112114 -5.912697 -1.134180  0.10
H -4.145164 -6.141925 -2.582457  0.10
C -4.833724 1.133441 -2.475170  0.06
N -6.061072 0.706464 -3.220579  -0.43
O -6.040638 0.754348 -4.426740  0.09
O -7.033247 0.415814 -2.545727  0.03
H -5.061006 2.150246 -2.162040  0.10
H -3.998602 1.138791 -3.159599  0.08
H -4.762094 0.461444 -1.628852  0.07
C -4.841184 3.284994 6.050570  0.04
N -5.873565 2.244358 6.311807  -0.43
O -5.857827 1.258455 5.605911  0.04
O -6.598067 2.398258 7.276266  0.07
H -5.301534 4.261788 6.013058  0.09
H -4.262859 3.000115 5.181238  0.07
H -4.164461 3.203836 6.902151  0.11
C -8.800445 -0.571117 5.365616  0.03
N -9.946898 -1.513567 5.318976  -0.44
O -10.685345 -1.523583 6.285794  0.06
O -10.079827 -2.221250 4.343085  0.05
H -8.237597 -0.704262 4.449640  0.07
H -8.210523 -0.768720 6.252725  0.10
H -9.183514 0.443185 5.436599  0.10
F -8.312624 -2.300769 -4.917278  0.07
C -8.699903 -2.828847 -3.743290  -0.28
C -7.930481 -2.664650 -2.619252  -0.02
C -8.416349 -3.122532 -1.393672  -0.09
C -9.666205 -3.699898 -1.292403  -0.09
C -10.414125 -3.884963 -2.450394  -0.08
C -9.926597 -3.463673 -3.676020  -0.02
H -7.012112 -2.098353 -2.656251  0.09
H -7.802130 -2.944244 -0.524020  0.08
H -10.114822 -3.951397 -0.340923  0.11
H -11.397914 -4.330772 -2.388750  0.10
H -10.523345 -3.608024 -4.568238  0.12
F -3.499126 1.092178 3.245383  0.06
C -4.147036 0.258419 2.414783  -0.27
C -3.513492 -0.205447 1.269841  -0.01
C -4.183592 -1.072855 0.429104  -0.10
C -5.535053 -1.311321 0.629539  -0.07
C -6.201621 -0.744423 1.717412  -0.07
C -5.478802 -0.004208 2.637285  -0.03
H -2.497590 0.111328 1.058262  0.11
H -3.725211 -1.529691 -0.439093  0.08
H -6.102501 -1.963539 -0.018870  0.08
H -7.218862 -1.081565 1.861704  0.09
H -6.052939 0.427462 3.448224  0.08
F -9.192806 -1.444043 0.917288  0.04
C -9.786548 -0.232047 0.962506  -0.27
C -10.653594 0.066818 1.997664  -0.01
C -11.272565 1.304945 2.012674  -0.07
C -10.996549 2.238124 1.018870  -0.10
C -10.106002 1.923142 -0.003044  -0.10
C -9.510357 0.670096 -0.043682  -0.01
H -10.879723 -0.720830 2.707641  0.10
H -11.996863 1.575586 2.770003  0.11
H -11.447914 3.221752 1.046840  0.10
H -9.898463 2.638184 -0.788340  0.11
H -8.774056 0.444543 -0.806603  0.10

Force components x, y, z for each atom (eV/Å):
-0.1 -0.1 0.4
0.2 0.0 0.1
-0.1 0.1 0.0
-0.1 0.1 0.0
0.1 -0.1 -0.1
-0.1 0.1 -0.1
0.1 0.1 -0.2
-0.4 0.3 -0.1
-0.2 -0.3 -0.7
0.1 0.1 0.2
0.1 0.0 0.2
-0.1 0.1 0.4
0.2 -0.4 -0.1
0.4 0.2 0.2
0.3 0.5 0.4
0.3 -0.5 0.1
-0.1 0.2 -0.1
-0.1 0.0 -0.1
0.1 -0.1 -0.2
-0.3 -0.2 0.0
-0.2 0.1 -0.2
0.3 -0.1 0.6
0.0 0.2 -0.3
-0.2 -0.1 0.0
0.0 0.0 0.0
-0.1 0.0 -0.1
0.1 -0.1 -0.2
-0.1 0.1 -0.1
0.0 -0.9 -0.1
0.0 -0.2 0.1
0.1 0.4 -0.1
-0.1 0.1 -0.1
-0.1 0.4 0.1
0.0 0.1 0.1
0.1 0.1 0.1
-0.6 0.0 -0.2
0.0 0.5 0.1
0.0 -0.2 -0.2
0.1 -0.1 0.0
0.1 0.0 0.2
0.1 -0.2 0.1
0.3 0.1 0.1
0.5 -0.4 0.4
0.1 0.0 0.4
-0.2 -0.1 -0.1
0.1 0.1 -0.4
-0.1 0.0 -0.1
-0.3 0.1 -0.3
-0.1 0.2 0.1
0.2 0.3 -0.3
-0.1 0.0 0.6
0.0 0.0 -0.1
0.0 0.0 -0.2
0.1 0.0 0.1
0.0 -0.2 0.0
-0.2 -0.1 0.0
0.2 -0.1 -0.1
-0.5 0.0 0.1
0.2 0.1 0.4
0.3 0.3 -0.2
-0.3 -0.1 -0.2
0.1 0.1 0.1
-0.3 -0.2 -0.3
0.1 -0.1 -0.1
-0.2 -0.1 0.2
0.3 -0.1 0.1
0.0 0.0 0.0
0.1 0.1 -0.1
0.2 0.0 0.1
-0.3 0.2 -0.8
0.7 0.1 0.5
-0.7 -0.1 -0.6
-0.3 0.0 0.5
0.8 -1.2 -0.6
-1.2 0.3 0.3
0.0 -0.1 0.1
0.3 0.2 0.1
0.2 0.0 -0.2
-0.1 0.6 0.3
0.5 0.0 0.3
-0.1 0.0 0.2
-0.1 0.4 -0.1
-0.2 -0.6 -0.1
0.0 0.4 -0.2
0.3 0.1 -0.1
-0.3 -0.1 0.2
0.5 0.2 -0.1
0.0 0.2 0.1
0.1 -0.2 0.2
-0.1 -0.1 0.0
0.0 0.0 0.0
-0.2 -0.2 0.0

Properties
Kohn-Sham gap: 8.740 eV
Total charge: 0
Energy above the lowest of the compared OMol25 structures with the same formula, charge and spin: 0.0 kJ/mol
Multiplicity: 1
SMILES: C[N+](=O)[O-].C[N+](=O)[O-].C[N+](=O)[O-].C[N+](=O)[O-].C[N+](=O)[O-].C[N+](=O)[O-].C[N+](=O)[O-].C[N+](=O)[O-].Fc1ccccc1.Fc1ccccc1.Fc1ccccc1

***

Entry 2:
# C25H46N2O7S

A cluster of 3 separate species, C25H46N2O7S in total in a non-equilibrium geometry (ωB97M-V with the def2-TZVPD basis set, OMol25).

Last column: Löwdin charge in e.
Atoms and positions in Å:
C 0.844427 -1.144848 -1.663243  -0.08
C -0.761829 -1.269650 -1.371906  -0.08
C -1.705869 -0.094896 -1.185645  -0.04
C -1.147184 1.454262 -1.272156  -0.14
C -1.884114 2.516419 -0.278259  -0.20
C -3.305760 3.129548 -0.782521  -0.24
S -3.568287 3.212718 -2.628824  0.79
O -2.381373 3.781778 -3.442061  -0.35
O -4.766415 4.214315 -2.858940  -0.40
O -4.148333 1.691138 -3.214970  -0.24
C -3.288148 -0.523039 -0.948198  -0.18
O -4.118318 0.022446 -0.058769  -0.05
C -3.827593 -1.792645 -1.894435  0.06
C -2.880848 -2.966976 -2.066802  -0.07
C -3.350663 -4.258058 -2.962322  -0.10
C -4.904188 -4.617919 -2.457839  -0.20
O -4.979720 -4.907950 -1.009701  -0.12
C -5.890771 -3.985608 -0.311387  -0.15
O -7.142452 -3.692270 -0.680581  -0.05
C -1.387787 -2.820227 -1.326997  -0.15
O -0.724854 -3.848150 -0.777736  -0.03
H 1.414259 -2.182487 -1.629622  0.10
H 1.104844 -0.536102 -2.638140  0.10
H 1.300655 -0.514402 -0.758561  0.08
H -1.097637 1.755852 -2.401426  0.12
H -0.009977 1.398014 -0.910590  0.11
H -2.082885 2.015521 0.785063  0.13
H -1.130830 3.401599 -0.078280  0.13
H -3.351728 4.255229 -0.386567  0.14
H -4.268990 2.612451 -0.308120  0.13
H -5.127532 1.707981 -2.925072  0.12
H -4.894425 -1.782669 -2.392021  0.13
H -3.444206 -3.941240 -4.108844  0.14
H -2.692924 -5.217837 -2.829224  0.13
H -5.219991 -5.622656 -3.015088  0.14
H -5.642441 -3.785364 -2.826276  0.12
H -5.468236 -3.422767 0.643509  0.17
C 4.948264 -0.124984 -1.444490  -0.09
C 4.237902 1.205376 -1.672769  -0.27
N 4.113328 2.022946 -0.464417  -0.19
C 3.182949 3.146809 -0.617494  -0.25
C 3.549128 4.232875 -1.622710  -0.09
C 5.357051 2.335158 0.242139  -0.25
C 6.453254 3.055603 -0.536873  -0.09
H 4.469012 -0.696761 -0.642819  0.07
H 4.908180 -0.730683 -2.357019  0.07
H 6.004458 0.011592 -1.191861  0.07
H 3.235924 0.969776 -2.049397  0.10
H 4.749742 1.746619 -2.477891  0.10
H 3.013815 3.613951 0.360885  0.11
H 2.204866 2.738868 -0.902206  0.09
H 4.352878 4.872580 -1.251836  0.06
H 2.680908 4.878486 -1.795875  0.07
H 3.845191 3.822527 -2.591841  0.07
H 5.776649 1.397602 0.626484  0.10
H 5.129794 2.913625 1.146165  0.12
H 6.615847 2.626826 -1.528345  0.07
H 7.400078 2.978914 0.007803  0.07
H 6.236845 4.119166 -0.647663  0.05
C 2.324492 -1.183200 2.385170  -0.09
C 1.540879 -1.102468 3.691316  -0.27
N 0.282003 -0.362997 3.579646  -0.19
C -0.314836 -0.033732 4.878673  -0.25
C -0.777158 -1.191877 5.755625  -0.09
C -0.660272 -0.830673 2.561342  -0.25
C -1.130371 -2.279796 2.642647  -0.07
H 2.501517 -0.186281 1.967915  0.07
H 3.300414 -1.648872 2.563809  0.07
H 1.808595 -1.789068 1.633642  0.06
H 2.187556 -0.598807 4.418948  0.12
H 1.382103 -2.118658 4.072490  0.10
H -1.157407 0.652771 4.727541  0.11
H 0.418836 0.549896 5.448959  0.11
H -1.699249 -1.640503 5.379770  0.06
H -0.989430 -0.823639 6.765550  0.07
H -0.018642 -1.973612 5.849417  0.07
H -0.202400 -0.679152 1.576359  0.08
H -1.540228 -0.175674 2.547721  0.11
H -0.310656 -2.978257 2.825730  0.08
H -1.594643 -2.567732 1.693662  0.06
H -1.885042 -2.416052 3.418649  0.06

Force components x, y, z for each atom (eV/Å):
0.1 0.6 1.3
-2.4 1.9 0.1
2.0 -3.5 -0.5
0.7 -1.2 0.7
0.2 -0.2 0.4
-0.1 0.3 1.9
-2.2 6.3 -4.2
-3.1 -3.6 3.2
3.6 -4.4 1.6
-0.2 2.1 1.9
-2.8 1.0 2.4
5.0 -2.8 -5.3
3.7 -2.6 0.2
-2.0 3.4 0.5
-1.2 0.5 1.1
0.0 -1.2 -2.1
-2.1 3.5 0.3
-5.0 1.3 -1.8
8.1 -2.1 1.8
1.9 -3.0 1.5
-4.1 6.4 -3.6
-1.6 2.1 -0.2
-0.8 -1.4 1.9
-0.9 -1.3 -1.9
-0.4 -0.3 2.2
-2.5 0.1 -0.8
0.4 1.0 -2.4
-1.6 -1.8 -0.6
0.0 -2.3 -1.5
2.2 0.8 -1.4
1.9 0.1 -0.6
2.3 0.1 1.4
0.4 -0.7 2.6
-1.1 2.2 -0.2
0.7 2.2 1.2
1.4 -1.6 1.1
-0.5 -1.7 -2.0
0.1 0.0 0.0
0.2 0.0 0.2
-0.4 0.2 0.2
0.0 -0.3 0.1
0.0 0.3 -0.1
0.0 -0.4 0.1
0.2 0.2 0.0
0.1 0.1 0.0
0.0 0.1 0.1
-0.1 0.0 0.0
0.0 0.3 0.2
0.0 0.0 -0.1
0.2 -0.2 0.0
0.1 -0.2 0.0
0.0 -0.1 -0.1
0.1 -0.1 0.0
0.0 0.0 0.1
-0.1 0.0 -0.1
-0.2 0.0 -0.2
0.0 0.0 0.0
-0.1 0.0 0.0
0.0 -0.1 -0.1
0.0 0.0 -0.1
-0.1 0.0 -0.2
-0.2 0.3 0.2
0.3 0.2 -0.1
-0.2 -0.1 0.3
0.3 0.1 -0.2
-0.3 -0.2 -0.1
-0.1 -0.1 0.0
-0.2 0.0 0.0
0.0 0.1 0.0
-0.3 0.1 0.1
0.1 -0.1 0.0
0.1 -0.1 -0.2
0.1 -0.1 -0.2
0.1 0.0 0.0
0.0 0.0 -0.1
-0.1 0.1 0.0
0.1 0.0 0.1
0.2 0.0 0.2
0.0 0.1 0.0
0.1 0.0 0.1
0.1 -0.1 0.0

Properties
Kohn-Sham gap: 6.440 eV
Total charge: 0
Multiplicity: 1
SMILES: CC1=C(CCCS(=O)(=O)O)C(=O)C=C(CCOC=O)C1=O.CCN(CC)CC.CCN(CC)CC